# 1
Molecular formula: C22H6F15GeN2NiO3S
Method: DFT, ωB97M-V/def2-TZVPD

As for the LUMO energy (alpha / beta): 2.02 / 2.01 eV. As for the relative energy (zero: lowest compared OMol25 entry of this formula, charge and spin): 5.58 kcal/mol.

ORCA input file:
```
! wB97M-V def2-TZVPD RIJCOSX def2/J DEFGRID3
* xyz -1 3
Ni 0.5846 0.1520 -2.8008
N 0.9997 2.1411 -3.5595
C 0.9562 2.0922 -5.0323
C 0.9943 0.6555 -5.5705
O 1.3067 0.4617 -6.7433
N 0.6061 -0.2372 -4.6602
C 0.5408 -1.6481 -4.9691
C 0.3947 -2.4637 -3.6652
O 0.3619 -3.6836 -3.7496
O 0.3038 -1.7775 -2.5740
H 0.4252 2.8799 -3.1742
H 1.9415 2.2988 -3.2180
H 1.7589 2.6634 -5.5010
H 0.0099 2.5190 -5.3678
H 1.4245 -1.9948 -5.5110
H -0.3226 -1.8829 -5.5989
F -1.3866 2.6706 0.4279
C -0.9530 2.7288 1.6948
C -0.2062 1.6836 2.2149
C 0.1569 1.7999 3.5478
F 0.8336 0.8295 4.1689
C -0.1706 2.9041 4.3152
F 0.1992 2.9813 5.5971
C -0.8973 3.9343 3.7508
F -1.2197 5.0036 4.4803
C -1.3002 3.8462 2.4311
F -2.0210 4.8326 1.8893
Ge 0.2498 0.1863 0.9779
S 1.3329 0.9190 -0.7087
C -1.5533 -0.5946 0.7314
C -2.2063 -1.0635 1.8583
F -1.5751 -1.0264 3.0469
C -3.4844 -1.5831 1.8295
F -4.0753 -2.0366 2.9405
C -4.1565 -1.6289 0.6201
F -5.3942 -2.1205 0.5641
C -3.5487 -1.1506 -0.5242
F -4.2127 -1.1710 -1.6794
C -2.2638 -0.6374 -0.4549
F -1.7616 -0.1536 -1.5802
C 1.3902 -1.0978 1.9517
C 1.1261 -2.4439 2.1115
F -0.0211 -2.9721 1.6672
C 2.0208 -3.3056 2.7243
F 1.7340 -4.6010 2.8717
C 3.2256 -2.8145 3.1893
F 4.0945 -3.6312 3.7863
C 3.5283 -1.4727 3.0373
F 4.6915 -0.9969 3.4934
C 2.6117 -0.6459 2.4209
F 2.9265 0.6521 2.3025
*
```

Which charges does Löwdin predict for the atoms? In e, they are:
1 Ni 0.482
2 N -0.050
3 C -0.157
4 C -0.569
5 O 0.005
6 N -0.075
7 C -0.134
8 C -0.644
9 O 0.005
10 O -0.148
11 H 0.084
12 H 0.069
13 H 0.112
14 H 0.118
15 H 0.122
16 H 0.124
17 F 0.079
18 C -0.231
19 C -0.114
20 C -0.215
21 F 0.105
22 C -0.142
23 F 0.117
24 C -0.136
25 F 0.124
26 C -0.142
27 F 0.116
28 Ge 0.664
29 S 0.301
30 C -0.112
31 C -0.231
32 F 0.092
33 C -0.139
34 F 0.116
35 C -0.130
36 F 0.127
37 C -0.133
38 F 0.128
39 C -0.219
40 F 0.078
41 C -0.132
42 C -0.207
43 F 0.108
44 C -0.137
45 F 0.121
46 C -0.132
47 F 0.125
48 C -0.138
49 F 0.117
50 C -0.247
51 F 0.079

# 2
Molecular formula: C22H71F9FeN11O23S2
Method: DFT, ωB97M-V/def2-TZVPD

As for the LUMO energy (alpha / beta): -1.04 / -3.63 eV.

ORCA input file:
```
! wB97M-V def2-TZVPD RIJCOSX def2/J DEFGRID3
* xyz 0 6
Fe -3.0432 1.3505 1.7583
C -4.2435 5.4320 2.6586
F -4.8220 6.5779 2.3577
F -3.2149 5.5871 3.4600
F -5.1904 4.6628 3.2016
S -3.6143 4.6565 1.0073
O -4.7154 4.8653 0.0771
O -2.4034 5.3549 0.6556
O -3.3535 3.2149 1.3512
C 1.1606 -1.4352 5.3768
F 1.7476 -0.6907 6.2994
F 1.8374 -1.3687 4.2467
F 1.1118 -2.6857 5.8560
S -0.6513 -0.9178 5.1136
O -1.3122 -1.9798 4.3317
O -1.2144 -0.9056 6.4386
O -0.5585 0.3768 4.4451
C -1.1325 0.3746 -0.6537
O -0.3374 -0.3502 0.2459
O -2.0950 1.0581 0.0245
C -0.1982 1.1955 -1.6186
F -0.2535 2.5283 -1.3796
F 1.0881 0.8480 -1.4635
F -0.5102 1.0789 -2.9087
C -0.1413 -1.7439 -0.0808
C 0.7079 -2.2998 1.0454
H 0.2162 -2.3987 2.0128
H 1.0260 -3.3224 0.8331
H 1.5397 -1.6248 1.2226
H 0.4392 -1.7513 -1.0016
H -1.0631 -2.3196 0.0232
H -1.6038 -0.4095 -1.2625
C 2.6036 2.3819 1.5132
C 3.7123 1.4724 2.0647
C 3.4755 1.2544 3.5781
O 3.3553 2.3580 4.4192
C 3.0223 2.0088 5.7461
N 3.8850 0.2359 1.3322
H 1.5508 2.1894 1.7644
H 2.5363 2.3305 0.4236
H 2.7088 3.3857 1.9294
H 4.6542 2.0292 2.0477
H 4.2363 0.5381 3.9190
H 2.5545 0.6555 3.6807
H 3.0973 2.8415 6.4364
H 3.6885 1.1847 6.0292
H 2.0264 1.5577 5.6435
H 3.7764 0.4298 0.3375
H 2.9660 -0.2038 1.4381
C -6.3720 -0.1252 -0.8136
C -5.0765 0.5799 -0.5665
C -5.0739 1.9418 -1.3417
O -5.3421 1.6389 -2.6838
C -4.9855 2.7453 -3.5305
N -4.9481 0.8607 0.8921
H -7.2786 0.3908 -0.4826
H -6.3785 -1.0897 -0.2944
H -6.5520 -0.2971 -1.8739
H -4.2523 0.0131 -0.9972
H -4.1134 2.4508 -1.2162
H -5.7641 2.6271 -0.8326
H -5.1089 2.4111 -4.5603
H -3.9298 2.9666 -3.3700
H -5.5994 3.6441 -3.4632
H -5.7087 1.5362 1.0162
H -5.4511 0.0813 1.3220
C 1.6273 2.0692 -6.1693
C 0.3797 1.3663 -6.6712
C 0.5454 0.5967 -7.9798
O 0.8810 1.5840 -8.9570
C 0.8958 0.9515 -10.2635
N -0.0527 0.3809 -5.6601
H 2.4142 1.3131 -6.1113
H 1.5330 2.4986 -5.1708
H 1.9038 2.8733 -6.8540
H -0.4755 2.0402 -6.7425
H -0.4708 0.2934 -8.2437
H 1.2350 -0.2415 -7.8463
H 0.6783 1.7664 -10.9546
H 0.1423 0.1833 -10.4294
H 1.9392 0.6546 -10.3682
H 0.5080 -0.4579 -5.5884
H -0.0954 0.8130 -4.7511
O -2.9418 -0.5974 2.3892
H -3.3375 -1.2628 1.7631
H -2.7166 -1.1073 3.2006
O 2.5356 -5.1289 -2.1616
H 3.3400 -5.1520 -2.6896
H 2.4474 -6.0260 -1.8162
O 2.8170 4.1794 -2.4481
H 3.6222 4.4173 -2.9197
H 2.2410 3.8059 -3.1229
O -3.1689 -4.2952 -1.0169
H -3.5072 -4.8468 -1.7279
H -2.2128 -4.4813 -1.0214
O 3.7151 0.2391 -1.7562
H 3.8215 -0.5875 -2.2281
H 2.7978 0.4966 -1.9185
O -1.3098 1.9459 2.5832
H -0.8134 1.4692 3.2989
H -0.8342 2.7765 2.4481
O -3.8800 -2.6419 0.9222
H -4.8053 -2.8216 1.1258
H -3.6970 -3.2421 0.1488
O -0.5934 -5.2319 -1.8067
H -0.6811 -6.0492 -2.3078
H 0.2917 -4.9204 -2.0274
C 6.5405 -2.3202 2.2611
O 7.5924 -2.9424 2.3488
N 5.3809 -2.8201 1.7590
N 6.4453 -0.9819 2.5653
H 5.1649 -3.7828 1.5669
H 4.6977 -2.0914 1.6478
H 5.5631 -0.5375 2.3466
H 7.2493 -0.3923 2.6619
C 0.9941 6.4708 -0.3549
O 0.6978 7.6565 -0.2188
N 0.0797 5.4831 -0.5899
N 2.2433 5.9522 -0.2984
H -0.9107 5.6550 -0.4676
H 0.3953 4.5401 -0.6977
H 2.9564 6.6526 -0.1688
H 2.4440 5.0310 -0.6425
C 2.9091 -4.8352 2.5534
O 4.0461 -4.4088 2.3870
N 2.2395 -5.6671 1.6741
N 2.2231 -4.6302 3.6885
H 2.7475 -6.1291 0.9453
H 1.2378 -5.6851 1.7371
H 1.3182 -5.0392 3.8784
H 2.6523 -4.1367 4.4516
C -1.0797 -5.3652 3.4024
O -0.5390 -5.4043 4.5086
N -1.6074 -4.2245 2.9037
N -1.1790 -6.4392 2.5776
H -1.6520 -3.3736 3.4685
H -2.1902 -4.2323 2.0854
H -1.5082 -6.3006 1.6418
H -0.9883 -7.3082 3.0476
*
```

These are the Löwdin partial charges, in e, on atoms 1 to 99:
1 Fe 1.164
2 C -0.662
3 F 0.166
4 F 0.171
5 F 0.133
6 S 0.612
7 O -0.280
8 O -0.270
9 O -0.414
10 C -0.656
11 F 0.150
12 F 0.136
13 F 0.130
14 S 0.565
15 O -0.357
16 O -0.274
17 O -0.325
18 C -0.358
19 O -0.090
20 O -0.143
21 C -0.490
22 F 0.135
23 F 0.124
24 F 0.140
25 C -0.203
26 C -0.045
27 H 0.059
28 H 0.069
29 H 0.063
30 H 0.127
31 H 0.109
32 H 0.160
33 C -0.044
34 C -0.400
35 C -0.229
36 O -0.175
37 C -0.082
38 N 0.058
39 H 0.064
40 H 0.061
41 H 0.082
42 H 0.143
43 H 0.122
44 H 0.102
45 H 0.094
46 H 0.090
47 H 0.074
48 H 0.047
49 H 0.064
50 C -0.052
51 C -0.374
52 C -0.217
53 O -0.169
54 C -0.065
55 N 0.020
56 H 0.099
57 H 0.076
58 H 0.093
59 H 0.136
60 H 0.104
61 H 0.124
62 H 0.088
63 H 0.090
64 H 0.095
65 H 0.118
66 H 0.099
67 C -0.056
68 C -0.425
69 C -0.215
70 O -0.199
71 C -0.084
72 N 0.026
73 H 0.084
74 H 0.057
75 H 0.079
76 H 0.140
77 H 0.123
78 H 0.130
79 H 0.084
80 H 0.083
81 H 0.088
82 H 0.065
83 H 0.023
84 O -0.081
85 H 0.036
86 H 0.074
87 O -0.051
88 H 0.051
89 H 0.039
90 O -0.045
91 H 0.057
92 H 0.031
93 O -0.047
94 H 0.072
95 H 0.020
96 O -0.042
97 H 0.045
98 H 0.007
99 O -0.070

In eV, the electronic energy values for the records above are, in order, -181193.2325; -167965.8690.